Computed, not measured: a 15-piece molecular cluster, C44H125N7O15 overall in a non-equilibrium geometry, with ωB97M-V/def2-TZVPD.

The maximum force is 0.0721 Eh/bohr. The HOMO energy comes out at -9.09 eV. The value obtained for the LUMO energy is 0.219 eV. The HOMO-LUMO gap comes out at 9.31 eV. The energy above the lowest of the compared OMol25 structures with the same formula, charge and spin is 8.346 eV.

Last column: Mulliken charge in e.
Geometry (Å):
O: 2.59 6.67 -5.28  -0.285
H: -0.77 2.81 -0.76  0.423
C: 0.00 0.40 -6.01  -0.227
O: 9.27 1.90 4.37  -0.502
H: -7.41 -2.61 2.01  0.281
H: -9.26 0.39 -3.66  0.268
H: -3.48 0.66 -1.86  0.234
H: -3.58 4.19 -2.57  0.246
H: 0.55 -6.08 -9.20  0.323
H: 3.48 5.11 8.80  0.270
H: 2.61 5.60 -2.48  0.343
N: 0.86 -5.58 4.24  -0.545
H: -6.81 -1.29 4.10  0.229
H: 2.01 4.14 7.29  0.318
H: -0.68 -4.90 -9.80  0.269
H: -2.61 4.91 4.51  0.396
C: 1.56 4.79 9.26  0.623
H: 2.12 8.21 -3.98  0.309
H: 0.82 -4.43 -9.14  0.344
H: -9.35 -1.85 -2.56  0.241
H: 3.81 -4.89 -0.25  0.348
H: -1.66 -6.64 -6.16  0.237
H: -0.96 -0.98 0.26  0.288
H: 3.61 8.42 -4.89  0.392
H: -3.05 -5.10 1.34  0.263
H: -5.70 -2.50 1.66  0.210
H: 3.91 6.05 -1.35  0.350
O: 1.88 4.09 11.51  -0.305
N: -2.60 1.15 -1.79  -0.495
C: 0.91 2.65 1.17  -0.839
C: 3.00 -2.98 -1.08  -0.811
H: -4.52 -3.46 -4.33  0.294
H: 3.05 2.67 12.26  0.323
O: -7.79 -0.71 -1.81  -0.448
H: 2.48 -1.45 7.50  0.331
C: -5.25 5.03 -3.05  -0.167
C: -2.66 4.10 3.78  -1.042
H: -2.37 -1.33 -0.74  0.418
C: 1.85 3.58 10.10  -0.785
H: 4.44 -4.41 -1.91  0.181
C: -1.99 0.87 -0.52  0.312
N: 6.41 -1.43 -7.40  -0.685
C: 4.46 0.82 -3.70  -0.823
H: 5.58 -4.16 0.14  0.300
C: -5.23 -3.36 -5.15  -1.107
H: -5.68 -3.84 -7.10  0.286
H: -2.73 1.16 0.22  0.363
H: -5.47 -2.30 -5.18  0.287
H: 0.66 -0.05 -6.76  0.293
H: -5.53 6.06 -3.28  0.274
C: -0.98 -6.94 -5.36  -1.268
H: -5.33 3.63 -1.44  0.249
H: -5.61 4.30 -3.79  0.237
C: -0.16 1.97 -5.96  -1.042
C: -4.83 -3.93 -6.42  -0.109
H: -0.38 -6.64 6.31  0.380
O: -0.46 -5.22 -7.63  -0.232
H: 6.39 -3.20 -5.22  0.388
C: 5.41 -0.39 -5.48  -0.940
H: -10.80 0.11 -2.96  0.345
H: 1.80 -2.45 4.43  0.248
H: 6.88 2.78 2.21  0.331
H: -2.53 3.18 4.34  0.288
H: 4.68 -2.80 -4.94  0.212
H: 2.23 3.60 13.53  0.257
H: 0.97 6.77 -6.59  0.259
C: -0.26 -1.18 5.39  -1.353
H: -6.80 4.44 -1.59  0.370
H: -7.79 -0.26 -0.96  0.269
H: -1.99 0.78 -2.50  0.138
H: 1.03 -4.42 -6.63  0.356
H: 1.88 2.29 0.80  0.296
H: 7.25 -1.86 -7.04  0.291
H: -1.61 -4.59 3.36  0.263
C: -9.74 0.18 -2.70  -0.962
H: -1.02 2.39 -5.45  0.294
C: 3.19 6.43 -2.08  -1.381
H: 8.46 3.41 2.56  0.294
C: 2.13 3.21 12.52  -0.766
C: -0.68 1.79 -0.39  -0.758
H: 5.13 -3.72 -6.35  0.376
H: 2.22 -3.23 -0.36  0.232
H: 0.60 2.52 -5.41  0.270
H: 0.93 -6.01 -4.65  0.404
H: 1.10 2.79 10.03  0.434
C: -3.91 4.26 2.91  -0.157
H: -3.83 3.88 1.90  0.236
H: 1.34 0.03 5.96  0.234
H: 4.42 1.82 -4.12  0.424
H: 4.27 9.00 -2.64  0.257
H: 4.45 6.31 -3.81  0.327
H: -2.06 -6.35 0.56  0.288
H: 0.20 4.07 7.76  0.402
O: -0.28 1.83 0.98  -0.131
H: -5.41 5.37 -0.97  0.240
H: 1.58 -6.27 4.42  0.257
O: 0.45 0.12 -4.71  -0.354
H: 2.30 8.08 -6.87  0.318
H: 7.62 0.80 3.83  0.261
C: 4.07 -4.09 -0.94  -0.199
C: 3.00 7.69 -4.36  -0.636
H: 5.28 0.58 -3.02  0.401
C: 5.37 -1.58 -6.40  0.593
C: 7.91 1.84 3.96  -0.125
N: 4.76 8.12 -2.60  -0.656
H: 6.59 -0.44 -7.47  0.271
O: -6.95 -0.10 2.32  -0.489
H: -9.58 1.16 -2.26  0.270
H: 2.51 6.37 -7.22  0.232
H: -5.23 3.93 4.24  0.278
O: 5.13 -3.43 -0.30  -0.531
H: -4.60 -5.00 -6.34  0.259
H: 1.51 -2.80 6.93  0.193
H: -0.86 -0.48 5.98  0.362
C: 1.18 -1.05 5.85  0.631
H: -3.08 -3.85 -7.34  0.257
O: 4.33 -0.23 -4.69  -0.157
H: -6.47 0.69 2.56  0.299
C: 7.87 2.50 2.57  -1.063
H: -0.01 -2.21 10.12  0.252
C: 0.81 -2.40 9.42  -0.726
C: -6.33 -1.06 3.14  -0.162
H: 3.52 0.82 -3.16  0.081
C: -1.54 -0.64 -0.60  -1.361
H: 1.37 0.39 -4.61  0.150
H: -0.51 -7.84 -5.77  0.362
H: -0.83 -2.05 5.71  0.165
O: -2.26 -6.44 2.59  -0.363
O: -3.86 5.02 -2.96  -0.468
O: 0.54 -1.66 8.27  -0.308
H: -0.93 -0.06 -6.34  0.268
H: 0.75 5.38 9.70  0.297
H: -9.69 -1.20 -1.06  0.253
C: 0.56 -5.40 -6.64  -0.700
C: -2.83 -6.16 1.31  -0.642
H: 0.88 -4.88 4.97  0.115
H: 0.97 2.86 2.24  0.247
H: -6.19 -3.79 -4.85  0.343
O: -3.64 -3.21 -6.90  -0.524
H: -2.01 -6.50 5.48  0.417
H: 3.28 -1.96 -0.82  0.296
N: -0.77 -4.71 -4.56  -0.629
H: 9.29 1.19 5.02  0.309
C: -0.99 -6.13 5.56  -1.517
N: 2.03 -1.53 4.79  -0.712
C: -1.24 -5.58 3.09  -0.681
H: 2.71 3.07 9.65  0.341
H: -0.20 -3.92 -4.30  0.239
H: -3.69 -6.80 1.10  0.236
H: 1.90 -0.96 3.97  0.269
H: -0.58 -5.31 2.26  0.365
C: -0.41 -6.26 4.23  0.490
H: 6.21 -0.49 -4.75  0.303
H: 2.95 5.70 10.17  0.317
H: 1.46 2.35 12.54  0.295
C: -6.43 -2.44 2.46  -1.078
C: 5.46 -2.91 -5.70  -1.235
H: -1.38 -4.44 -5.32  0.249
H: -0.19 -7.28 3.89  0.382
H: 4.43 -1.44 -6.94  0.173
C: -9.17 -0.94 -1.99  -0.245
H: -0.86 -0.77 -1.44  0.337
C: 3.92 7.09 -3.26  0.314
H: -0.14 2.30 -7.00  0.349
N: 2.71 5.64 9.19  -0.791
C: 1.17 4.56 7.84  -1.634
C: -5.72 4.61 -1.68  -0.997
H: 7.19 2.41 4.54  0.219
H: 2.48 7.08 -1.57  0.298
H: 1.80 -2.19 9.82  0.303
H: -0.39 -0.95 4.34  0.439
H: -1.57 -7.27 -4.51  0.349
C: 0.01 -5.15 -9.00  -0.874
H: 0.15 1.46 -1.01  0.204
C: 1.48 -1.75 7.21  -0.617
H: 5.63 8.13 -3.10  0.265
H: 0.74 -3.48 9.26  0.296
H: 2.57 -3.02 -2.08  0.185
H: 0.76 3.59 0.64  0.331
O: -4.99 3.47 3.43  -0.524
H: -1.11 -5.09 5.88  0.285
H: 5.40 0.56 -6.03  0.324
H: -5.34 -0.76 3.49  0.311
H: 1.29 -6.18 -6.89  0.448
C: 0.03 -5.77 -5.21  0.142
H: 1.16 5.55 7.38  0.407
H: -4.16 5.32 2.98  0.257
H: -5.97 -3.27 2.99  0.399
C: 2.01 7.08 -6.55  -0.706
H: 8.15 1.79 1.80  0.274
H: -1.80 4.34 3.15  0.278